i) This record from OMol25 describes an isolated molecule of C8H6N2O. The level of theory is ωB97M-V/def2-TZVPD.

* HOMO level: -9.410 eV
* LUMO level: 0.8 eV
* orbital gap: 10.25 eV

Each line ends with the Löwdin charge.
Atoms and positions in Å:
C: 2.467 1.159 -0.398  -0.067
C: 3.111 0.013 0.019  -0.087
C: 2.444 -1.130 0.345  -0.156
C: 0.491 -0.090 -0.027  -0.187
C: 1.124 1.147 -0.377  0.015
C: -1.051 -0.106 -0.084  -0.292
C: -3.057 -0.471 -0.400  -0.138
C: -3.054 0.503 0.436  -0.066
H: 3.019 1.918 -0.346  0.038
H: 4.303 -0.004 0.167  0.153
H: 3.095 -2.029 0.740  0.142
H: 0.446 1.879 -0.697  0.103
H: -3.728 -1.047 -0.985  0.108
H: -3.682 0.931 1.149  0.105
N: 1.113 -1.169 0.335  0.121
N: -1.786 -0.913 -0.719  0.156
O: -1.699 0.846 0.696  0.052

---

ii) This record from OMol25 describes an isolated molecule of C8H6N2O. The level of theory is ωB97M-V/def2-TZVPD.

* HOMO level: -9.154 eV
* LUMO level: 0.6 eV
* orbital gap: 9.77 eV

Each line ends with the Löwdin charge.
Atoms and positions in Å:
C: 1.036 -2.535 0.402  -0.064
C: 1.679 -2.522 -0.842  -0.068
C: 1.660 -1.413 -1.561  -0.119
C: 0.227 -0.393 -0.090  -0.201
C: 0.293 -1.485 0.785  -0.022
C: -0.664 0.761 0.258  -0.385
C: -1.971 2.135 1.159  -0.120
C: -1.215 2.865 0.261  -0.081
H: 1.241 -3.425 0.965  0.107
H: 2.299 -3.317 -0.962  0.077
H: 2.171 -1.315 -2.439  0.083
H: -0.406 -1.328 1.690  0.144
H: -2.875 2.680 1.893  0.173
H: -1.127 3.970 -0.225  0.170
N: 0.856 -0.359 -1.253  0.140
N: -1.544 0.770 1.147  0.130
O: -0.345 1.923 -0.302  0.034

---

Which one sits at the top of the stability order? ii) does.

---

i) This record from OMol25 describes a cluster of 2 separate species, C3H11NOS2 in total. The level of theory is ωB97M-V/def2-TZVPD.

* HOMO level: -8.211 eV
* LUMO level: 0.4 eV
* orbital gap: 8.59 eV

Each line ends with the Löwdin charge.
Atoms and positions in Å:
S: 1.804 -0.374 -1.161  0.317
S: 0.298 -1.772 -0.656  0.435
C: -0.101 -1.385 1.054  -0.575
C: -0.740 -0.030 1.453  -0.299
N: -1.890 0.324 0.605  -0.132
C: -2.372 1.667 0.822  -0.159
H: 1.462 -0.204 -2.451  -0.199
H: -0.704 -2.232 1.370  0.065
H: 0.877 -1.399 1.572  0.069
H: 0.058 0.676 1.177  0.070
H: -0.958 -0.095 2.522  0.120
H: -1.502 0.234 -0.331  0.062
H: -1.646 2.284 1.368  0.068
H: -3.368 1.670 1.280  0.070
H: -2.501 2.154 -0.153  0.074
H: 1.102 3.347 0.304  0.035
H: 0.185 2.986 -0.858  0.044
O: 0.598 2.632 -0.067  -0.066

---

ii) This record from OMol25 describes a cluster of 2 separate species, C3H11NOS2 in total. The level of theory is ωB97M-V/def2-TZVPD.

* HOMO level: -8.752 eV
* LUMO level: 0.6 eV
* orbital gap: 9.37 eV

Each line ends with the Löwdin charge.
Atoms and positions in Å:
S: -0.521 3.149 2.893  0.307
S: -0.973 2.839 0.904  0.435
C: 0.358 1.861 0.243  -0.602
C: 0.249 0.360 0.448  -0.304
N: 1.401 -0.339 -0.189  -0.136
C: 1.017 -1.578 -0.858  -0.136
H: -0.789 1.927 3.379  -0.205
H: 1.334 2.194 0.613  0.082
H: 0.299 2.034 -0.827  0.072
H: 0.157 0.000 1.453  0.100
H: -0.623 0.016 -0.076  0.088
H: 1.895 0.368 -0.697  0.081
H: 0.565 -2.221 -0.102  0.082
H: 0.420 -1.403 -1.751  0.072
H: 1.967 -2.048 -1.099  0.074
H: -3.024 -2.395 -1.280  0.040
H: -1.525 -2.680 -1.365  0.016
O: -2.207 -2.083 -1.688  -0.064

---

iii) This record from OMol25 describes a cluster of 2 separate species, C3H11NOS2 in total. The level of theory is ωB97M-V/def2-TZVPD.

* HOMO level: -9.269 eV
* LUMO level: 0.5 eV
* orbital gap: 9.73 eV

Each line ends with the Löwdin charge.
Atoms and positions in Å:
N: 0.020 0.999 -1.221  0.041
C: 0.475 0.445 0.092  -0.504
C: 1.997 0.464 0.155  -0.106
C: -0.072 -0.977 0.178  -0.536
S: 0.497 -1.817 1.700  0.426
S: -0.906 -1.265 3.067  0.324
H: -0.208 1.979 -1.104  0.081
H: 0.754 0.977 -1.865  0.046
H: 0.083 1.107 0.850  0.123
H: 2.399 -0.374 -0.413  0.081
H: 2.569 1.345 -0.147  0.078
H: 2.365 0.389 1.182  0.061
H: -1.164 -0.957 0.191  0.048
H: 0.146 -1.460 -0.778  0.091
H: -0.400 -0.055 3.353  -0.198
H: -2.318 0.177 -1.449  -0.012
H: -3.201 -0.934 -1.731  0.027
O: -3.035 -0.044 -2.060  -0.072

---

iv) This record from OMol25 describes a cluster of 2 separate species, C3H11NOS2 in total. The level of theory is ωB97M-V/def2-TZVPD.

* HOMO level: -8.173 eV
* LUMO level: 0.5 eV
* orbital gap: 8.65 eV

Each line ends with the Löwdin charge.
Atoms and positions in Å:
N: -1.348 -0.213 1.723  0.021
C: -0.931 -0.405 0.316  -0.521
C: -1.276 -1.870 -0.025  -0.073
C: 0.563 -0.146 0.108  -0.541
S: 0.850 0.281 -1.633  0.425
S: 2.602 -0.741 -2.113  0.297
H: -1.259 0.786 1.934  0.071
H: -0.653 -0.614 2.350  0.070
H: -1.510 0.301 -0.271  0.120
H: -1.098 -2.496 0.841  0.076
H: -2.321 -1.941 -0.328  0.074
H: -0.764 -2.184 -0.938  0.067
H: 0.981 0.618 0.758  0.057
H: 1.158 -1.051 0.265  0.062
H: 2.902 -0.087 -3.263  -0.189
H: 0.459 3.048 -0.624  0.010
H: 1.179 3.647 0.572  0.031
O: 0.466 3.070 0.330  -0.056

---

Which one sits at the top of the stability order? iii) does.

---

i) This record from OMol25 describes a cluster of 2 separate species, C3H11NOS2 in total. The level of theory is ωB97M-V/def2-TZVPD.

* HOMO level: -8.863 eV
* LUMO level: 0.5 eV
* orbital gap: 9.41 eV

Each line ends with the Löwdin charge.
Atoms and positions in Å:
N: 1.584 -1.229 -1.378  -0.012
C: 1.044 0.073 -1.362  -0.421
C: 0.395 0.621 -0.106  -0.568
S: 0.540 2.444 0.063  0.420
S: -0.891 2.802 1.437  0.368
C: -0.076 2.533 3.143  -0.415
H: 1.444 -1.802 -2.154  0.040
H: 2.623 -1.127 -1.209  0.107
H: 1.866 0.778 -1.656  0.101
H: 0.346 0.218 -2.179  0.109
H: -0.714 0.274 -0.143  0.095
H: 0.782 0.298 0.928  0.079
H: 0.741 3.330 3.150  0.038
H: -0.997 2.769 3.754  0.029
H: 0.454 1.584 3.345  0.028
H: -3.751 -4.336 -1.685  0.038
H: -2.360 -4.307 -2.028  -0.015
O: -3.028 -4.922 -1.920  -0.024

---

ii) This record from OMol25 describes a cluster of 2 separate species, C3H11NOS2 in total. The level of theory is ωB97M-V/def2-TZVPD.

* HOMO level: -8.658 eV
* LUMO level: 0.5 eV
* orbital gap: 9.19 eV

Each line ends with the Löwdin charge.
Atoms and positions in Å:
N: -0.605 2.329 1.114  0.002
C: 0.282 1.344 1.613  -0.367
C: -0.075 -0.181 1.406  -0.547
S: 1.352 -1.131 0.792  0.499
S: 0.854 -1.254 -1.201  0.428
C: 0.661 -3.048 -1.460  -0.460
H: -1.457 2.428 1.643  0.070
H: -0.855 2.235 0.138  0.035
H: 1.299 1.533 1.246  0.087
H: 0.417 1.446 2.689  0.101
H: -0.360 -0.561 2.388  0.057
H: -0.961 -0.283 0.794  0.052
H: 1.619 -3.428 -1.807  0.023
H: 0.306 -3.495 -0.544  0.019
H: -0.093 -3.240 -2.218  0.027
H: -0.920 1.173 -1.709  -0.007
H: -0.385 2.097 -2.776  0.046
O: -1.078 2.038 -2.108  -0.064

---

Which one sits at the top of the stability order? ii) does.

---

i) This record from OMol25 describes a cluster of 2 separate species, C3H11NOS2 in total. The level of theory is ωB97M-V/def2-TZVPD.

* HOMO level: -8.381 eV
* LUMO level: 0.1 eV
* orbital gap: 8.52 eV

Each line ends with the Löwdin charge.
Atoms and positions in Å:
S: 1.552 0.734 1.156  0.354
S: -0.552 1.207 0.975  0.487
C: -0.442 1.425 -0.818  -0.571
C: 0.205 0.316 -1.696  -0.316
N: 0.017 -1.041 -1.230  -0.144
C: -0.545 -1.934 -2.224  -0.134
H: 1.545 0.535 2.484  -0.195
H: -1.489 1.418 -1.130  0.068
H: -0.061 2.438 -0.925  0.059
H: 1.272 0.482 -1.837  0.102
H: -0.327 0.449 -2.639  0.109
H: 0.875 -1.408 -0.892  0.071
H: -1.619 -1.757 -2.329  0.082
H: -0.460 -2.981 -1.930  0.076
H: -0.094 -1.848 -3.217  0.074
H: -0.483 -1.394 1.640  -0.054
H: -0.520 -2.766 1.144  0.017
O: -1.080 -2.149 1.615  -0.081

---

ii) This record from OMol25 describes a cluster of 2 separate species, C3H11NOS2 in total. The level of theory is ωB97M-V/def2-TZVPD.

* HOMO level: -8.536 eV
* LUMO level: 0.2 eV
* orbital gap: 8.77 eV

Each line ends with the Löwdin charge.
Atoms and positions in Å:
S: -0.526 1.768 -3.355  0.311
S: -1.351 0.118 -2.328  0.438
C: -1.224 0.782 -0.661  -0.611
C: -0.529 0.073 0.518  -0.315
N: -1.023 -1.257 0.781  -0.150
C: -0.167 -2.000 1.716  -0.140
H: -0.888 2.747 -2.545  -0.212
H: -2.234 1.031 -0.313  0.070
H: -0.766 1.784 -0.633  0.051
H: 0.534 0.061 0.164  0.101
H: -0.589 0.665 1.448  0.129
H: -0.997 -1.849 -0.039  0.085
H: -0.347 -1.578 2.747  0.090
H: -0.505 -3.055 1.830  0.082
H: 0.873 -1.975 1.381  0.071
H: 3.402 1.632 -0.314  0.038
H: 3.051 0.247 -0.575  0.030
O: 3.287 0.805 0.177  -0.068

---

Which one sits at the top of the stability order? i) does.

---

i) This record from OMol25 describes a cluster of 2 separate species, C4H10OS in total. The level of theory is ωB97M-V/def2-TZVPD.

* charge: -1
* HOMO level (alpha / beta): 0.067 / -0.824 eV
* LUMO level (alpha / beta): 2.4 / 2.4 eV
* 2S+1: 2
* orbital gap (alpha / beta): 2.31 / 3.20 eV

Each line ends with the Löwdin charge.
Atoms and positions in Å:
C: -0.632 -2.721 0.347  -0.356
S: -0.775 -4.213 -0.827  0.651
C: -2.272 -3.523 -1.652  -0.430
H: -0.439 -1.965 -0.405  0.021
H: -1.588 -2.653 0.845  0.018
H: 0.162 -2.870 1.071  0.026
H: -2.647 -4.337 -2.270  0.018
H: -2.119 -2.595 -2.190  0.036
H: -2.918 -3.428 -0.779  0.015
C: 0.932 6.167 1.267  -0.243
C: 1.894 5.166 1.443  -0.482
O: 2.019 4.136 0.508  -0.183
H: 1.239 7.196 1.020  -0.071
H: -0.149 6.031 1.239  -0.072
H: 2.542 4.959 2.316  0.021
H: 2.797 3.555 0.499  0.031

---

ii) This record from OMol25 describes a cluster of 2 separate species, C4H10OS in total. The level of theory is ωB97M-V/def2-TZVPD.

* charge: -1
* HOMO level (alpha / beta): 0.881 / -4.347 eV
* LUMO level (alpha / beta): 2.9 / 2.8 eV
* 2S+1: 2
* orbital gap (alpha / beta): 2.05 / 7.15 eV

Each line ends with the Löwdin charge.
Atoms and positions in Å:
C: -0.578 0.903 -0.181  -0.340
C: -0.941 2.389 -0.205  -0.776
S: -1.377 3.015 1.525  0.257
H: -1.425 0.153 -0.294  0.065
H: -0.296 0.717 0.824  -0.010
H: 0.386 0.641 -0.640  0.039
H: -0.029 3.012 -0.663  0.073
H: -1.781 2.666 -0.872  -0.010
H: -2.787 3.262 1.092  -0.227
C: 0.266 -2.573 -0.396  -0.001
C: 1.516 -2.133 -0.046  -0.233
O: 2.598 -3.034 0.302  -0.062
H: -0.480 -1.796 -0.699  0.039
H: -0.041 -3.586 -0.195  0.044
H: 1.581 -1.054 0.322  0.105
H: 3.389 -2.582 0.126  0.035

---

Which one sits at the top of the stability order? ii) does.

---

i) This record from OMol25 describes a cluster of 11 separate species, C5H31NO11 in total. The level of theory is ωB97M-V/def2-TZVPD.

* HOMO level: -8.304 eV
* LUMO level: 0.2 eV
* orbital gap: 8.49 eV

Each line ends with the Löwdin charge.
Atoms and positions in Å:
C: -0.513 -3.442 -1.156  -0.230
O: 0.769 -4.064 -1.009  -0.085
C: -0.526 -2.039 -0.607  -0.200
C: -1.842 -1.224 -0.481  -0.119
C: -2.080 -0.007 -1.332  -0.398
C: -3.032 0.925 -1.197  -0.026
N: -1.134 0.193 -2.342  0.106
H: -0.873 -3.534 -2.209  0.139
H: -1.158 -4.131 -0.592  0.122
H: 1.219 -3.739 -0.221  0.096
H: 0.115 -1.340 -1.151  0.071
H: -0.080 -2.036 0.396  0.080
H: -2.277 -1.000 0.508  0.108
H: -2.668 -1.959 -0.810  0.147
H: -3.828 0.790 -0.474  0.065
H: -3.174 1.770 -1.849  0.059
H: -0.436 -0.480 -2.598  0.066
H: -1.259 0.822 -3.115  0.098
H: -2.497 2.455 0.271  -0.003
H: -1.449 3.326 0.832  0.016
O: -2.257 2.886 1.109  -0.049
H: 2.528 2.799 -2.679  0.040
H: 1.866 1.639 -1.954  -0.001
O: 2.546 1.830 -2.640  -0.095
H: 3.668 -1.082 -1.103  0.036
H: 3.780 0.528 -1.223  0.047
O: 3.687 -0.238 -0.627  -0.067
H: 1.828 2.353 0.181  0.046
H: 0.776 3.282 -0.267  0.059
O: 1.108 2.389 -0.458  -0.059
H: -0.030 3.557 2.094  0.022
H: 1.126 2.526 2.332  0.010
O: 0.917 3.423 2.109  -0.045
H: 1.816 0.078 1.589  0.040
H: 2.328 -0.650 0.393  0.028
O: 1.624 -0.729 1.102  -0.080
H: -1.359 0.565 4.108  0.040
H: -2.719 0.278 3.254  0.040
O: -2.137 0.923 3.667  -0.058
H: -1.210 1.065 1.703  0.027
H: 0.042 0.358 1.231  0.022
O: -0.251 1.082 1.824  -0.103
H: -0.269 -2.246 2.817  0.049
H: -0.449 -0.704 2.464  -0.009
O: -0.897 -1.513 2.795  -0.069
H: 1.638 -2.700 -1.721  0.005
H: 2.024 -2.178 -3.088  0.072
O: 2.045 -1.917 -2.152  -0.064

---

ii) This record from OMol25 describes a cluster of 11 separate species, C5H31NO11 in total. The level of theory is ωB97M-V/def2-TZVPD.

* HOMO level: -8.836 eV
* LUMO level: -0.1 eV
* orbital gap: 8.70 eV

Each line ends with the Löwdin charge.
Atoms and positions in Å:
N: 1.770 0.079 0.058  -0.032
C: 2.961 0.891 0.222  -0.258
C: 2.661 2.193 0.941  -0.161
C: 1.482 1.780 1.898  -0.141
C: 0.799 0.723 1.087  -0.277
C: -0.266 1.370 0.110  -0.146
O: -1.466 0.614 0.399  -0.125
H: 1.930 -0.993 0.191  0.122
H: 3.333 1.084 -0.820  0.118
H: 3.744 0.340 0.764  0.115
H: 2.387 3.037 0.283  0.103
H: 3.647 2.512 1.508  0.140
H: 1.929 1.228 2.743  0.106
H: 0.798 2.608 2.180  0.124
H: 0.481 -0.116 1.693  0.087
H: -0.529 2.403 0.264  0.109
H: 0.021 1.125 -0.892  0.091
H: -1.540 -0.148 -0.201  0.083
H: -1.230 -0.443 -3.749  0.061
H: 0.317 -0.237 -4.129  0.102
O: -0.675 -0.067 -4.564  -0.192
H: -1.037 3.117 -2.569  0.017
H: 0.294 3.637 -2.744  0.046
O: -0.232 3.166 -2.105  -0.020
H: 1.781 -2.455 1.521  -0.003
H: 1.320 -3.904 1.475  0.031
O: 1.813 -3.263 0.990  -0.043
H: 2.498 -1.787 -2.926  0.044
H: 1.827 -0.797 -2.096  -0.101
O: 2.281 -0.852 -2.848  -0.033
H: 1.319 -1.711 4.119  0.007
H: 0.468 -1.106 3.138  0.047
O: 1.437 -1.278 3.326  -0.037
H: -3.343 -2.757 -2.030  0.022
H: -2.690 -1.881 -0.848  -0.026
O: -2.640 -2.527 -1.483  0.026
H: -1.958 -0.182 4.437  0.061
H: -1.999 -0.582 2.748  0.038
O: -1.826 -0.830 3.712  -0.104
H: -4.198 0.776 -2.298  0.023
H: -3.678 1.487 -1.153  0.010
O: -4.299 0.816 -1.365  -0.018
H: -4.502 -0.069 1.267  0.085
H: -3.082 0.832 1.244  0.028
O: -3.724 0.303 1.818  -0.135
H: 0.954 -3.150 -1.251  0.078
H: -0.094 -2.307 -1.936  -0.002
O: 0.757 -2.676 -2.130  -0.071

---

Which one sits at the top of the stability order? i) does.